1.
{
  "formula": "C3H8NO",
  "method": "ωB97M-V/def2-TZVPD",
  "total_charge": -1,
  "homo_lumo_gap_ev": 6.679,
  "e_homo_ev": -2.405,
  "de_lowest_kcal_mol": 28.6,
  "elements": ["C", "O", "H", "H", "H", "C", "C", "N", "H", "H", "H", "H", "H"],
  "xyz": [[-0.729, -1.273, 1.803], [-0.806, 0.016, 2.129], [0.213, -1.602, 1.260], [-1.521, -1.683, 1.100], [-0.772, -2.006, 2.658], [1.332, 1.271, -1.322], [-0.683, 0.229, -0.966], [0.089, 0.708, -1.853], [1.267, 1.437, -0.243], [2.155, 0.597, -1.565], [1.560, 2.214, -1.828], [-1.617, -0.229, -1.285], [-0.488, 0.322, 0.113]],
  "mulliken_charge": [-0.68, -0.87, 0.16, 0.14, 0.28, -0.65, 0.10, -0.56, 0.33, 0.19, 0.24, 0.29, 0.02]
}

2.
{
  "formula": "C20H22FNO3",
  "method": "ωB97M-V/def2-TZVPD",
  "total_charge": 0,
  "homo_lumo_gap_ev": 8.622,
  "e_homo_ev": -8.096,
  "de_lowest_kcal_mol": 36.3,
  "smiles": "COc1ccc(CNC(=O)/C=C/c2ccc(OCCCF)cc2)cc1",
  "elements": ["C", "O", "C", "C", "C", "C", "C", "N", "C", "O", "C", "C", "C", "C", "C", "C", "O", "C", "C", "C", "F", "C", "C", "C", "C", "H", "H", "H", "H", "H", "H", "H", "H", "H", "H", "H", "H", "H", "H", "H", "H", "H", "H", "H", "H", "H", "H"],
  "xyz": [[-2.257, 6.686, -1.193], [-2.224, 6.334, 0.168], [-2.630, 5.083, 0.527], [-2.595, 4.801, 1.893], [-2.984, 3.564, 2.361], [-3.423, 2.579, 1.485], [-3.821, 1.209, 1.970], [-2.883, 0.204, 1.513], [-3.181, -0.675, 0.524], [-4.298, -0.771, 0.047], [-2.063, -1.537, 0.084], [-0.783, -1.155, 0.023], [0.336, -1.947, -0.453], [0.232, -3.303, -0.780], [1.327, -4.009, -1.216], [2.577, -3.395, -1.345], [3.564, -4.203, -1.818], [4.915, -3.805, -1.820], [5.664, -4.241, -0.552], [5.315, -3.448, 0.702], [4.070, -3.779, 1.172], [2.691, -2.046, -1.028], [1.586, -1.345, -0.587], [-3.452, 2.862, 0.127], [-3.061, 4.098, -0.357], [-1.909, 7.716, -1.239], [-3.273, 6.630, -1.599], [-1.593, 6.053, -1.790], [-2.259, 5.573, 2.567], [-2.952, 3.363, 3.423], [-4.792, 0.923, 1.555], [-3.873, 1.188, 3.063], [-1.936, 0.268, 1.849], [-2.381, -2.499, -0.288], [-0.516, -0.147, 0.326], [-0.714, -3.810, -0.681], [1.251, -5.056, -1.464], [5.027, -2.728, -1.982], [5.357, -4.326, -2.676], [6.734, -4.133, -0.732], [5.443, -5.294, -0.368], [6.018, -3.679, 1.509], [5.307, -2.368, 0.518], [3.630, -1.522, -1.117], [1.698, -0.297, -0.343], [-3.789, 2.102, -0.563], [-3.101, 4.282, -1.419]],
  "mulliken_charge": [-0.83, -0.45, 0.87, -0.54, -0.53, 0.46, -1.17, -0.15, 0.44, -0.66, -0.29, -0.14, 0.67, -0.70, -0.63, 0.88, -0.45, -0.53, -0.52, -0.36, -0.28, -0.29, -0.94, -0.65, -0.39, 0.24, 0.34, 0.33, 0.41, 0.31, 0.36, 0.43, 0.20, 0.30, 0.30, 0.29, 0.42, 0.31, 0.31, 0.39, 0.29, 0.30, 0.26, 0.22, 0.33, 0.44, 0.38]
}

3.
{
  "formula": "C6H9CuNaO5",
  "method": "ωB97M-V/def2-TZVPD",
  "s2": 0.76,
  "total_charge": 0,
  "homo_lumo_gap_ev": [6.566, 6.473],
  "e_homo_ev": [-7.157, -7.119],
  "spin_multiplicity": 2,
  "elements": ["O", "C", "C", "O", "Cu", "H", "H", "O", "C", "C", "O", "C", "C", "O", "Na", "H", "H", "H", "H", "H", "H", "H"],
  "xyz": [[2.597, -1.266, 0.924], [2.921, -0.623, -0.266], [2.595, 0.825, -0.202], [1.635, 1.113, 0.752], [0.780, -0.546, 1.352], [3.962, -0.796, -0.600], [3.454, 1.426, 0.162], [-1.742, 0.713, -0.601], [-0.613, 0.458, -1.353], [-0.127, -0.856, -1.372], [-0.299, -1.626, -0.206], [-1.672, -1.565, 0.209], [-1.911, -0.108, 0.602], [-1.014, 0.218, 1.562], [-0.134, 2.292, 1.193], [-0.554, 1.089, -2.241], [0.027, -1.422, -2.288], [-1.746, -2.215, 1.088], [-2.318, -1.892, -0.617], [-2.972, 0.025, 0.870], [1.568, 0.989, -1.232], [1.893, -1.044, -1.256]],
  "lowdin_spin": [0.12, 0.01, 0.01, 0.14, 0.64, 0.00, 0.00, 0.01, 0.02, -0.01, 0.01, 0.00, 0.01, 0.03, 0.00, 0.00, 0.00, 0.00, 0.00, 0.00, 0.00, 0.00]
}

4.
{
  "formula": "C3H8N2S",
  "method": "ωB97M-V/def2-TZVPD",
  "total_charge": 0,
  "homo_lumo_gap_ev": 8.723,
  "e_homo_ev": -8.032,
  "de_lowest_kcal_mol": 54.5,
  "smiles": "CNN(C)C=S",
  "elements": ["C", "N", "N", "C", "C", "S", "H", "H", "H", "H", "H", "H", "H", "H"],
  "xyz": [[-0.344, 1.619, -0.297], [0.032, 0.826, 0.863], [0.340, -0.491, 0.361], [-0.784, -1.329, -0.021], [1.597, -0.780, 0.059], [2.931, 0.190, 0.117], [0.515, 1.795, -1.007], [-0.683, 2.626, -0.018], [-1.168, 1.126, -0.902], [-0.761, 0.770, 1.519], [-0.952, -2.031, 0.765], [-1.621, -0.639, -0.177], [-0.646, -1.928, -0.878], [1.543, -1.753, -0.384]],
  "mulliken_charge": [-0.71, -0.48, 0.19, -0.90, -0.14, -0.31, 0.22, 0.34, 0.26, 0.26, 0.31, 0.34, 0.35, 0.27]
}

5.
{
  "formula": "C7H9ClNS",
  "method": "ωB97M-V/def2-TZVPD",
  "total_charge": 1,
  "homo_lumo_gap_ev": 8.618,
  "e_homo_ev": -12.230,
  "de_lowest_kcal_mol": 32.2,
  "elements": ["C", "C", "C", "C", "C", "C", "C", "N", "S", "Cl", "H", "H", "H", "H", "H", "H", "H", "H", "H"],
  "xyz": [[-1.190, -1.247, -1.636], [-1.151, -1.799, -0.418], [-0.287, -0.206, -2.070], [0.288, 0.492, -1.096], [-0.033, -1.470, 0.579], [0.956, 2.143, 0.766], [-0.214, 0.006, 0.868], [0.765, 0.854, 1.564], [1.447, 1.756, -0.948], [-0.131, 0.407, -3.757], [-1.882, -1.412, -2.429], [-1.890, -2.433, -0.153], [-0.183, -2.186, 1.367], [0.982, -1.730, 0.109], [-0.021, 2.471, 0.845], [1.710, 2.632, 1.320], [-1.339, 0.245, 0.893], [1.647, 0.270, 1.666], [0.524, 1.207, 2.530]],
  "mulliken_charge": [-0.06, -0.78, 0.40, 0.03, -0.61, -0.63, -0.74, -0.13, -0.03, -0.15, 0.40, 0.50, 0.37, 0.33, 0.46, 0.43, 0.36, 0.45, 0.41]
}